1.
{
  "formula": "C38H116N6O20",
  "method": "ωB97M-V/def2-TZVPD",
  "symbols": ["C", "O", "H", "H", "H", "H", "C", "O", "H", "H", "H", "H", "C", "O", "H", "H", "H", "H", "C", "O", "H", "H", "H", "H", "C", "O", "H", "H", "H", "H", "C", "O", "H", "H", "H", "H", "C", "O", "H", "H", "H", "H", "C", "O", "H", "H", "H", "H", "C", "C", "C", "O", "C", "N", "H", "H", "H", "H", "H", "H", "H", "H", "H", "H", "H", "C", "C", "C", "O", "C", "N", "H", "H", "H", "H", "H", "H", "H", "H", "H", "H", "H", "C", "C", "C", "O", "C", "N", "H", "H", "H", "H", "H", "H", "H", "H", "H", "H", "H", "C", "C", "C", "O", "C", "N", "H", "H", "H", "H", "H", "H", "H", "H", "H", "H", "H", "C", "C", "C", "O", "C", "N", "H", "H", "H", "H", "H", "H", "H", "H", "H", "H", "H", "C", "C", "C", "O", "C", "N", "H", "H", "H", "H", "H", "H", "H", "H", "H", "H", "H", "C", "C", "O", "O", "H", "H", "H", "H", "H", "H", "C", "C", "O", "O", "H", "H", "H", "H", "H", "H", "C", "C", "O", "O", "H", "H", "H", "H", "H", "H"],
  "xyz": [[-1.866, 2.294, 3.772], [-2.154, 2.283, 2.405], [-1.062, 1.608, 4.102], [-1.460, 3.330, 3.875], [-2.741, 2.155, 4.427], [-2.624, 1.460, 2.167], [2.336, -2.409, -5.163], [1.393, -1.840, -4.188], [3.242, -2.678, -4.597], [1.840, -3.208, -5.666], [2.510, -1.608, -5.892], [1.293, -2.564, -3.578], [0.162, -4.502, 2.653], [0.642, -4.120, 3.940], [-0.686, -3.886, 2.385], [0.954, -4.398, 1.877], [-0.185, -5.524, 2.747], [1.591, -4.371, 3.980], [-3.976, -2.301, -1.479], [-4.699, -1.191, -0.982], [-2.893, -2.207, -1.332], [-4.474, -3.161, -1.004], [-4.150, -2.450, -2.562], [-4.347, -0.380, -1.494], [-0.404, -1.065, 6.113], [0.320, -1.128, 4.896], [0.263, -0.893, 6.972], [-1.089, -0.232, 6.007], [-0.958, -1.977, 6.324], [0.476, -2.044, 4.618], [2.666, 4.053, -0.837], [1.624, 3.148, -0.657], [2.718, 4.766, 0.023], [3.636, 3.578, -0.846], [2.532, 4.531, -1.788], [1.926, 2.265, -0.397], [3.278, -0.877, 6.694], [3.316, -0.938, 5.287], [3.076, 0.142, 7.066], [2.557, -1.601, 7.177], [4.258, -1.115, 7.124], [2.411, -0.825, 5.012], [3.667, -5.861, 2.158], [2.970, -5.524, 3.353], [3.641, -4.988, 1.473], [4.716, -6.058, 2.353], [3.178, -6.708, 1.714], [3.725, -5.394, 3.929], [-3.459, -1.685, -5.387], [-2.024, -1.297, -5.513], [-1.829, 0.121, -6.069], [-1.965, 0.145, -7.500], [-1.928, 1.465, -8.012], [-1.381, -1.313, -4.179], [-3.979, -1.034, -4.667], [-3.590, -2.757, -5.160], [-3.893, -1.478, -6.404], [-1.508, -2.011, -6.157], [-0.871, 0.476, -5.732], [-2.640, 0.712, -5.603], [-1.785, 1.460, -9.090], [-1.007, 1.939, -7.666], [-2.802, 2.038, -7.740], [-1.463, -2.270, -3.798], [-0.376, -1.209, -4.321], [-4.789, 2.221, -2.063], [-3.684, 1.729, -2.912], [-2.722, 2.831, -3.229], [-3.259, 3.988, -3.898], [-3.487, 3.890, -5.274], [-2.979, 0.625, -2.272], [-5.266, 3.108, -2.511], [-4.460, 2.485, -1.052], [-5.654, 1.550, -1.980], [-4.135, 1.394, -3.881], [-1.856, 2.432, -3.851], [-2.299, 3.248, -2.313], [-3.924, 4.787, -5.645], [-4.250, 3.187, -5.511], [-2.559, 3.845, -5.803], [-2.352, 0.071, -2.899], [-2.386, 1.000, -1.495], [-5.935, 4.589, 2.729], [-4.950, 5.582, 2.151], [-4.049, 4.956, 1.185], [-3.148, 5.946, 0.675], [-2.040, 5.386, 0.031], [-5.638, 6.791, 1.642], [-6.616, 4.166, 1.984], [-6.443, 5.124, 3.525], [-5.426, 3.818, 3.273], [-4.260, 5.875, 2.950], [-4.562, 4.677, 0.213], [-3.543, 4.087, 1.627], [-1.499, 4.574, 0.578], [-1.313, 6.193, -0.108], [-2.295, 5.038, -0.991], [-6.096, 6.478, 0.805], [-4.962, 7.429, 1.244], [-5.543, 0.410, 1.807], [-4.515, -0.443, 2.431], [-4.885, -1.950, 2.290], [-3.820, -2.795, 2.639], [-3.820, -3.154, 4.008], [-3.223, -0.170, 1.721], [-6.589, 0.208, 2.076], [-5.467, 0.312, 0.683], [-5.398, 1.508, 1.916], [-4.403, -0.206, 3.510], [-5.092, -2.069, 1.242], [-5.810, -2.201, 2.887], [-3.320, -2.394, 4.608], [-3.177, -4.050, 4.051], [-4.806, -3.268, 4.388], [-2.535, -0.824, 2.083], [-3.315, -0.376, 0.725], [0.622, -0.343, -1.369], [-0.130, -0.007, -0.135], [0.823, -0.237, 1.031], [1.252, -1.602, 1.028], [2.115, -1.709, 2.175], [-0.664, 1.344, -0.154], [1.065, -1.354, -1.277], [1.465, 0.330, -1.452], [0.050, -0.245, -2.283], [-0.915, -0.723, -0.109], [0.440, -0.062, 2.005], [1.697, 0.396, 0.839], [2.463, -2.734, 2.249], [1.639, -1.411, 3.095], [3.015, -1.068, 1.956], [0.087, 2.040, -0.280], [-1.061, 1.616, 0.744], [8.914, 0.066, 4.954], [8.058, -0.928, 5.767], [6.661, -1.060, 5.168], [6.739, -1.461, 3.839], [5.502, -1.330, 3.158], [8.699, -2.237, 5.843], [8.295, 0.898, 4.718], [9.301, -0.429, 4.039], [9.702, 0.504, 5.608], [7.905, -0.547, 6.752], [6.209, -0.068, 5.281], [6.093, -1.715, 5.790], [5.057, -0.350, 3.250], [4.784, -2.062, 3.542], [5.622, -1.521, 2.116], [8.893, -2.559, 4.886], [8.111, -2.912, 6.312], [2.575, 2.844, -4.635], [1.124, 2.263, -4.399], [0.160, 3.151, -4.967], [2.710, 4.169, -4.224], [2.852, 2.713, -5.703], [3.190, 2.226, -3.998], [1.042, 2.157, -3.314], [0.828, 1.302, -4.851], [0.412, 4.001, -4.640], [3.166, 4.573, -4.960], [4.007, -0.874, -1.909], [4.659, 0.324, -1.149], [5.471, 1.063, -2.018], [3.261, -0.311, -2.971], [3.406, -1.402, -1.144], [4.729, -1.596, -2.285], [5.312, -0.027, -0.387], [3.818, 0.945, -0.730], [4.913, 1.288, -2.771], [2.548, -0.834, -3.323], [0.584, -4.323, -1.630], [1.939, -4.121, -0.948], [2.714, -5.310, -1.049], [0.845, -4.637, -3.014], [-0.097, -3.477, -1.552], [0.029, -5.100, -1.107], [1.839, -3.991, 0.102], [2.462, -3.229, -1.315], [2.727, -5.641, -1.979], [0.170, -5.201, -3.364]],
  "forces_ev_per_angstrom": [[0.89, 1.48, 0.39], [-0.17, -0.26, -0.39], [-0.30, -0.04, -0.35], [-0.32, -0.74, 0.75], [0.10, 0.08, -0.23], [-0.14, -0.46, -0.18], [-0.38, 1.59, 0.80], [1.16, -0.17, -0.95], [-0.16, -0.13, -0.71], [0.01, -0.87, -0.27], [0.29, -0.26, 0.27], [-0.58, -0.60, 0.67], [0.60, -0.13, 0.17], [0.63, 0.70, 0.13], [-0.11, 0.32, -0.03], [-0.64, -0.20, 0.50], [0.02, -0.38, -0.46], [-0.82, -0.07, -0.17], [-1.13, -0.17, -0.46], [0.57, 1.26, -0.89], [-0.11, -0.27, 0.31], [0.86, -0.03, 0.09], [0.15, 0.20, 0.21], [-0.05, -1.19, 0.73], [0.22, -0.04, 0.25], [0.45, -0.17, -0.31], [-0.12, 0.09, -0.25], [-0.20, 0.11, 0.24], [-0.12, -0.08, -0.17], [-0.26, -0.21, 0.21], [0.89, 0.70, 1.09], [-0.88, -1.11, 0.16], [-0.27, -0.21, -0.78], [0.40, -0.38, -0.16], [-0.05, 0.56, -0.29], [0.33, 0.51, -0.08], [-0.10, -0.14, 1.27], [0.45, -0.22, 0.52], [-0.27, -0.25, -0.19], [0.50, 0.67, -0.66], [-0.01, -0.15, -0.43], [-0.77, 0.12, -0.36], [-0.25, 1.12, -0.99], [0.90, -0.04, 0.45], [-0.06, -0.63, 0.09], [0.11, -0.31, 0.05], [-0.04, -0.33, -0.40], [-0.45, 0.24, 0.86], [-0.99, 0.26, -1.39], [1.04, 0.07, 0.43], [-1.47, -0.65, -0.39], [0.01, -0.23, 0.65], [1.18, -0.28, 0.04], [0.03, -0.55, -0.03], [0.14, -0.38, -0.07], [-0.04, 0.49, 0.07], [-0.01, -0.39, 0.91], [0.00, 0.01, -0.41], [0.54, 0.48, -0.12], [0.42, 0.29, -0.15], [-0.48, -0.44, -0.14], [-0.14, 0.42, 0.41], [-0.31, 0.26, 0.16], [-0.14, 0.65, -0.14], [-0.28, 0.07, 0.11], [-1.86, 0.85, 0.62], [-0.05, -0.61, -1.35], [1.68, 0.88, -1.58], [-0.23, -0.03, 0.86], [0.11, 0.48, 0.57], [0.65, -0.42, 0.47], [0.50, 0.03, 0.15], [0.06, -0.03, -0.10], [0.44, -0.41, 0.11], [0.37, -0.11, 0.59], [-0.93, 0.35, 0.72], [0.03, -0.20, 0.13], [-0.38, 1.26, 0.23], [-0.19, -1.38, -0.42], [0.68, -0.91, -0.57], [-0.62, 0.68, 0.38], [-0.39, -0.30, -0.74], [-0.11, 0.75, 0.34], [-0.09, 0.87, 0.74], [0.34, -0.39, -3.16], [0.51, -0.25, 1.23], [0.98, 0.01, -0.72], [0.17, -0.54, 0.23], [0.00, 0.12, 0.20], [-0.72, 0.06, -0.18], [0.47, -0.79, -0.10], [-0.31, 0.35, 0.25], [-0.19, -0.57, 1.16], [0.15, 0.17, -0.22], [-0.74, 0.41, -0.13], [-0.10, -0.05, 0.03], [-0.04, -0.12, 0.42], [-0.77, -0.17, -0.44], [0.47, 0.13, 0.32], [-1.20, 1.72, -2.19], [1.00, -0.95, 0.33], [-0.58, 1.06, 0.53], [-0.29, -0.24, 0.09], [1.91, -0.01, -0.66], [-0.32, -0.21, 0.89], [0.35, -0.19, 0.13], [-0.27, -0.30, 1.10], [0.18, -0.66, 0.50], [0.24, 0.00, -0.49], [-0.14, -0.39, -0.51], [0.75, 0.26, -0.51], [0.07, 0.29, 0.19], [-0.65, 0.15, 0.33], [-0.89, -0.55, 0.31], [0.08, -0.05, -0.06], [-0.32, -0.01, 0.12], [0.94, -0.24, -0.68], [0.30, 0.32, 0.77], [0.08, -0.92, -1.36], [0.40, 0.27, 1.22], [1.14, 0.02, -1.68], [0.34, 0.67, 0.07], [-0.41, 0.44, -0.18], [0.38, 0.29, -0.22], [-0.28, -0.07, -0.08], [-1.17, -0.55, 0.55], [-0.75, 0.73, 0.84], [0.20, 0.24, 0.27], [-0.04, -0.21, 0.05], [-0.19, 0.20, 0.11], [-0.65, -0.41, 0.55], [-0.66, -0.48, -0.30], [-0.18, -0.28, 0.01], [0.53, -0.81, 1.02], [-0.05, -0.67, -1.42], [0.76, 1.55, 0.40], [-0.26, 0.09, -0.76], [-0.17, -0.69, 0.64], [0.89, 0.15, -0.41], [-0.56, 0.69, -0.64], [-0.09, 0.56, 0.61], [-0.10, -0.68, -0.66], [0.04, 0.28, 0.92], [-0.37, 0.11, -0.34], [-0.69, -0.93, 0.33], [-0.02, 0.49, 0.33], [-0.06, 0.12, 0.07], [0.55, -0.25, -0.77], [-0.23, 0.01, 0.66], [-0.07, -0.08, -0.09], [-1.09, -2.59, -0.64], [0.23, 1.06, -0.41], [0.08, -0.82, 0.09], [-0.42, 0.57, -0.20], [-0.06, 0.09, 0.59], [0.59, -0.42, -0.05], [-0.45, 0.14, 0.14], [1.12, 0.09, 0.11], [0.01, 1.16, 0.27], [0.06, 0.68, 0.10], [-0.33, 0.61, 1.04], [-1.17, -0.57, -1.31], [0.03, 0.48, -0.19], [1.24, 1.13, 0.46], [-0.21, 0.17, -0.39], [0.43, 0.08, -0.06], [0.29, -0.34, 0.92], [0.68, -0.46, -0.15], [0.07, 0.04, -0.17], [-0.72, -0.80, -0.07], [0.00, 0.03, 0.28], [-0.20, -0.63, -0.84], [0.24, -0.34, -1.09], [0.65, 0.64, 0.62], [0.30, 0.58, -0.07], [0.25, -0.57, -0.19], [-0.47, 0.39, 0.78], [0.01, -0.22, -0.29], [-0.16, 0.65, 0.98], [-0.62, -0.43, -0.20]],
  "lowdin_charge": [-0.171, -0.190, 0.065, 0.091, 0.077, 0.008, -0.052, -0.184, 0.095, 0.074, 0.095, 0.037, -0.130, -0.151, 0.077, 0.059, 0.081, 0.055, -0.173, -0.209, 0.061, 0.082, 0.060, 0.050, -0.132, -0.157, 0.071, 0.070, 0.082, 0.048, -0.144, -0.141, 0.096, 0.073, 0.059, 0.042, -0.167, -0.127, 0.086, 0.090, 0.064, 0.028, -0.121, -0.132, 0.074, 0.086, 0.081, 0.085, -0.069, -0.430, -0.174, -0.173, -0.101, 0.035, 0.073, 0.082, 0.101, 0.137, 0.095, 0.119, 0.085, 0.084, 0.076, 0.086, 0.030, -0.064, -0.464, -0.189, -0.179, -0.118, 0.056, 0.090, 0.079, 0.082, 0.137, 0.122, 0.111, 0.076, 0.076, 0.073, 0.056, 0.071, -0.061, -0.463, -0.224, -0.193, -0.118, 0.056, 0.086, 0.076, 0.058, 0.146, 0.143, 0.110, 0.093, 0.086, 0.078, 0.060, 0.062, -0.075, -0.394, -0.199, -0.195, -0.093, 0.065, 0.090, 0.081, 0.075, 0.141, 0.097, 0.139, 0.076, 0.097, 0.072, 0.086, 0.069, -0.052, -0.428, -0.172, -0.190, -0.076, 0.090, 0.072, 0.061, 0.066, 0.114, 0.113, 0.119, 0.072, 0.053, 0.100, 0.053, 0.051, -0.049, -0.430, -0.256, -0.157, -0.113, 0.032, 0.057, 0.088, 0.085, 0.122, 0.126, 0.101, 0.082, 0.074, 0.070, 0.077, 0.063, -0.229, -0.195, -0.080, -0.049, 0.132, 0.083, 0.101, 0.103, 0.065, 0.093, -0.222, -0.230, -0.051, -0.087, 0.093, 0.119, 0.103, 0.110, 0.064, 0.009, -0.193, -0.229, -0.071, -0.066, 0.105, 0.125, 0.069, 0.096, 0.103, 0.087],
  "orbital_gap_ev": 8.6,
  "e_homo_ev": -8.662,
  "de_lowest_kj_mol": 0.0,
  "lumo_ev": 0.0
}

2.
{
  "formula": "C38H13CrF4N9O9",
  "method": "ωB97M-V/def2-TZVPD",
  "symbols": ["Cr", "O", "C", "C", "O", "C", "C", "O", "C", "O", "O", "O", "C", "O", "C", "C", "N", "N", "C", "C", "O", "O", "H", "H", "H", "N", "C", "C", "C", "C", "C", "C", "C", "C", "C", "C", "C", "C", "N", "C", "C", "C", "C", "N", "H", "H", "H", "H", "H", "H", "H", "H", "H", "H", "F", "C", "C", "F", "C", "C", "C", "F", "C", "C", "C", "N", "C", "N", "F", "C", "C", "N", "C", "N"],
  "xyz": [[0.573, -0.327, 0.161], [4.898, -3.199, -3.026], [4.041, -2.619, -2.409], [3.967, -1.116, -2.173], [4.817, -0.301, -2.470], [2.698, -0.912, -1.479], [2.087, -2.135, -1.179], [1.002, -2.128, -0.478], [2.849, -3.261, -1.709], [2.632, -4.452, -1.615], [2.151, 0.184, -1.070], [-1.790, 5.510, 1.133], [-0.545, 5.259, 1.435], [0.192, 6.093, 1.924], [-0.010, 3.889, 1.152], [1.344, 3.646, 1.227], [1.532, 2.361, 0.957], [0.381, 1.715, 0.716], [-0.590, 2.634, 0.816], [-2.056, 2.260, 0.586], [-2.847, 3.224, 0.424], [-2.330, 1.062, 0.640], [-2.239, 4.669, 0.773], [2.151, 4.324, 1.442], [2.400, 1.853, 0.885], [0.602, -4.177, 9.732], [0.603, -3.731, 8.672], [0.606, -3.177, 7.347], [-0.199, -2.080, 7.048], [-0.197, -1.555, 5.768], [0.610, -2.107, 4.777], [1.417, -3.201, 5.086], [1.415, -3.738, 6.359], [0.602, -1.550, 3.399], [-0.565, -1.668, 2.680], [-1.743, -2.390, 3.060], [-2.581, -2.374, 1.982], [-1.911, -1.636, 0.969], [-0.731, -1.218, 1.375], [1.810, -1.002, 2.920], [3.024, -0.894, 3.633], [3.956, -0.372, 2.754], [3.282, -0.174, 1.542], [1.992, -0.525, 1.635], [-0.819, -1.645, 7.820], [-0.819, -0.702, 5.527], [2.037, -3.633, 4.311], [2.033, -4.594, 6.595], [-1.903, -2.868, 4.013], [-3.560, -2.816, 1.899], [-2.273, -1.385, -0.014], [3.184, -1.170, 4.662], [4.997, -0.165, 2.943], [3.699, 0.188, 0.614], [-1.023, 3.766, -5.402], [-1.643, 2.595, -5.575], [-2.330, 2.400, -6.734], [-2.337, 3.396, -7.628], [-3.035, 1.204, -7.032], [-2.951, 0.224, -6.006], [-2.257, 0.416, -4.853], [-2.238, -0.574, -3.953], [-1.557, 1.613, -4.556], [-0.844, 1.797, -3.357], [-0.736, 0.823, -2.344], [-0.570, 0.099, -1.465], [-0.134, 2.983, -3.007], [0.472, 3.899, -2.657], [-3.576, -0.946, -6.174], [-3.750, 1.008, -8.230], [-4.476, -0.178, -8.535], [-5.097, -1.095, -8.855], [-3.840, 1.982, -9.264], [-3.954, 2.710, -10.151]],
  "forces_ev_per_angstrom": [[1.42, -0.22, -0.24], [-0.03, 0.03, 0.06], [0.12, -0.08, -0.10], [-0.01, 0.18, 0.03], [-0.03, -0.03, -0.03], [-0.08, -0.44, -0.02], [0.13, 0.44, -0.01], [-0.20, -0.23, 0.02], [-0.11, -0.13, 0.06], [0.02, 0.06, -0.03], [-0.33, 0.32, 0.43], [-0.47, -0.22, -0.19], [0.46, -0.17, 0.07], [-0.08, 0.00, -0.05], [-0.23, -0.17, -0.04], [-0.01, 0.11, -0.01], [0.16, -0.14, -0.03], [-0.34, 0.24, 0.01], [0.27, 0.11, -0.06], [-0.16, 0.08, 0.48], [0.29, 0.58, -0.06], [0.10, -0.19, -0.19], [-0.09, -0.14, 0.04], [0.01, -0.01, 0.01], [-0.02, 0.02, -0.05], [0.00, 0.00, 0.00], [0.00, -0.01, 0.03], [0.01, 0.03, -0.09], [-0.01, -0.02, 0.05], [0.02, 0.05, -0.02], [0.01, -0.03, 0.06], [-0.03, 0.00, -0.02], [0.00, -0.02, 0.04], [-0.05, 0.02, -0.12], [0.09, -0.08, 0.11], [-0.05, 0.01, -0.08], [-0.04, -0.03, 0.11], [0.08, 0.15, 0.00], [-0.43, -0.14, 0.06], [0.02, 0.11, 0.08], [-0.01, 0.00, -0.03], [-0.01, 0.01, 0.00], [0.11, -0.05, 0.05], [-0.04, -0.12, 0.07], [-0.01, 0.00, -0.01], [-0.01, 0.00, 0.00], [0.00, 0.00, 0.00], [0.00, 0.00, 0.00], [0.00, -0.01, 0.00], [0.00, 0.00, -0.02], [-0.02, 0.00, 0.00], [-0.02, -0.01, 0.00], [0.00, 0.00, -0.02], [-0.05, 0.02, -0.02], [-0.01, -0.03, -0.01], [-0.03, 0.01, -0.05], [0.03, 0.02, 0.05], [0.00, -0.02, 0.03], [-0.06, -0.03, -0.10], [0.02, 0.01, 0.02], [-0.02, 0.02, -0.04], [-0.01, 0.01, -0.02], [0.04, -0.07, 0.11], [0.01, 0.09, 0.08], [-0.13, -0.23, -0.12], [-0.23, 0.25, -0.28], [0.01, 0.01, -0.06], [-0.03, 0.01, 0.00], [0.02, 0.02, 0.00], [0.00, 0.02, 0.03], [-0.04, 0.00, 0.02], [0.02, -0.01, -0.01], [0.04, 0.00, -0.03], [-0.02, 0.00, 0.01]],
  "lowdin_charge": [0.910, 0.119, -0.256, -0.292, 0.088, -0.300, -0.268, -0.096, -0.285, 0.092, -0.121, 0.114, -0.521, 0.059, -0.046, 0.002, 0.050, 0.028, -0.082, -0.615, -0.016, 0.004, 0.071, 0.140, 0.124, 0.140, -0.192, -0.239, -0.019, -0.006, -0.175, -0.007, -0.018, -0.033, -0.218, -0.006, -0.039, -0.109, -0.019, -0.231, -0.031, -0.067, -0.151, -0.004, 0.118, 0.132, 0.133, 0.118, 0.107, 0.096, 0.113, 0.103, 0.091, 0.112, 0.113, -0.148, -0.148, 0.105, -0.054, -0.148, -0.145, 0.117, -0.040, -0.122, -0.074, 0.178, -0.194, 0.177, 0.108, -0.168, -0.223, 0.145, -0.223, 0.143],
  "orbital_gap_ev": [6.1, 5.1],
  "e_homo_ev": [-3.651, -3.764],
  "spin_multiplicity": 5,
  "charge": -2,
  "lumo_ev": [2.4, 1.3]
}